a.
The following is a quantum chemistry calculation of an isolated ion of composition C3H9NO2P and charge -1, from the Open Molecules 2025 dataset.

Last column: Löwdin charge in e.
Geometry (Å):
C1 1.662 -0.208 0.204  -0.179
C2 -0.131 0.513 1.564  -0.181
C3 -1.174 -0.946 -1.099  -0.193
N1 0.506 0.631 0.269  -0.379
O1 -1.531 1.791 -0.854  -0.370
O2 0.356 0.988 -2.308  -0.404
P1 -0.501 0.800 -1.095  0.169
H1 2.407 0.203 -0.513  0.085
H2 2.069 -0.158 1.231  0.062
H3 1.349 -1.288 0.096  0.066
H4 -0.911 1.344 1.411  0.088
H5 -0.631 -0.526 1.757  0.091
H6 0.509 0.712 2.414  0.049
H7 -1.309 -1.445 -2.050  -0.004
H8 -0.389 -1.524 -0.398  0.035
H9 -2.280 -0.888 -0.628  0.065

Results
* total charge: -1
* HOMO: -4.6 eV

b.
The following is a quantum chemistry calculation of C3H9NO2P as an isolated structure, from the Open Molecules 2025 dataset.

Last column: Löwdin charge in e.
Geometry (Å):
C1 2.400 -0.114 0.158  -0.170
C2 -2.452 0.865 -0.253  -0.286
C3 0.978 0.479 0.133  -0.345
N1 -1.723 -0.168 0.424  -0.312
O1 -0.149 -1.429 -1.735  -0.622
O2 0.002 -1.771 1.034  -0.218
P1 -0.371 -0.674 -0.085  0.451
H1 2.438 -0.848 -0.593  0.029
H2 3.134 0.739 0.068  0.064
H3 2.840 -0.626 1.076  0.077
H4 -2.933 1.575 0.442  0.041
H5 -3.217 0.294 -0.956  0.082
H6 -1.740 1.344 -0.958  0.040
H7 0.862 1.286 -0.712  0.114
H8 0.866 1.070 0.960  0.029
H9 -0.935 -2.020 0.998  0.025

Results
* total charge: -1
* HOMO: -3.6 eV

c.
The following is a quantum chemistry calculation of a 2-piece molecular cluster, C3H9NO2P overall, from the Open Molecules 2025 dataset.

Last column: Löwdin charge in e.
Geometry (Å):
C1 -1.907 -0.963 -0.435  -0.228
C2 3.109 0.713 0.293  -0.243
C3 -0.735 -0.873 0.431  -0.336
N1 1.786 0.421 0.788  -0.267
O1 1.046 -0.379 -1.607  -0.367
O2 -3.018 1.458 0.321  -0.508
P1 0.673 0.156 -0.283  0.762
H1 -2.299 0.065 -0.367  -0.010
H2 -1.769 -1.382 -1.482  0.084
H3 -2.630 -1.609 -0.018  0.051
H4 3.171 1.710 -0.271  0.095
H5 3.170 0.022 -0.523  0.032
H6 3.697 0.606 1.136  0.031
H7 -0.307 -1.783 0.711  0.053
H8 -1.154 -0.455 1.306  0.068
H9 -2.834 2.293 0.000  -0.217

Results
* total charge: -1
* HOMO (alpha / beta): -3.1 / -3.1 eV

Computed energies relative to the best structure, in eV: a 0.000; b 2.470; c 4.200

a.
The following is a quantum chemistry calculation of one molecule with the formula C4H7N2P, from the Open Molecules 2025 dataset.

Last column: Löwdin charge in e.
Geometry (Å):
C1 -0.609 1.342 -0.206  -0.294
C2 0.198 0.454 -0.726  0.037
C3 1.750 -0.762 0.585  -0.079
C4 1.235 -0.529 -0.852  -0.254
N1 -1.881 1.392 0.234  -0.079
N2 -2.692 0.275 0.322  -0.531
P1 -2.613 -1.316 0.042  0.721
H1 -0.459 2.482 -0.205  0.135
H2 1.641 0.106 1.141  0.044
H3 2.895 -0.992 0.605  0.115
H4 1.230 -1.500 0.998  0.017
H5 0.887 -1.430 -1.165  0.069
H6 1.930 -0.097 -1.498  0.094
H7 -3.511 0.576 0.725  0.005

Results
* HOMO (alpha / beta): -7.3 / -7.3 eV

b.
The following is a quantum chemistry calculation of one molecule with the formula C4H7N2P, from the Open Molecules 2025 dataset.

Last column: Löwdin charge in e.
Geometry (Å):
C1 -0.666 0.421 -0.368  -0.177
C2 -1.632 -0.577 -0.212  -0.180
C3 0.639 0.219 -0.070  -0.641
C4 -2.966 -0.457 -0.202  -0.156
N1 1.704 1.119 -0.168  -0.016
N2 -4.146 -0.171 0.026  0.107
P1 1.337 -1.470 -0.057  0.836
H1 -1.151 1.365 -0.254  0.102
H2 -1.191 -1.494 -0.156  0.023
H3 1.500 2.068 0.121  0.083
H4 2.473 0.776 0.430  0.061
H5 2.496 -0.917 -0.826  -0.051
H6 -4.908 -0.066 -0.754  0.113
H7 0.746 -1.765 -1.271  -0.105

Results
* HOMO: -7.3 eV

c.
The following is a quantum chemistry calculation of one molecule with the formula C4H7N2P, from the Open Molecules 2025 dataset.

Last column: Löwdin charge in e.
Geometry (Å):
C1 -1.700 1.460 -0.069  -0.270
C2 -0.800 0.451 -0.080  -0.276
C3 1.242 -1.040 0.043  -0.160
C4 0.718 0.421 -0.015  -0.292
N1 -2.969 1.154 0.024  -0.085
N2 -3.206 -0.109 0.063  -0.479
P1 -2.103 -1.304 -0.027  0.907
H1 -1.343 2.466 -0.115  0.104
H2 1.329 -1.398 1.078  0.077
H3 2.279 -1.171 -0.368  0.080
H4 0.588 -1.429 -0.671  -0.003
H5 1.173 0.935 -0.956  0.136
H6 1.002 0.832 1.019  0.123
H7 -4.279 -0.150 0.021  0.138

Results
* HOMO: -8.1 eV

Computed energies relative to the best structure, in eV: a 4.247; b 0.421; c 0.000

a.
The following is a quantum chemistry calculation of a 4-piece molecular cluster, C3H15NO4 overall, from the Open Molecules 2025 dataset.

Last column: Löwdin charge in e.
Geometry (Å):
C1 -0.088 0.479 -1.869  -0.114
N1 0.276 1.693 -1.099  -0.112
C2 -0.406 1.852 0.183  -0.213
C3 0.599 1.614 1.335  -0.229
O1 0.446 0.328 1.959  -0.098
H1 0.353 -0.364 -1.377  0.029
H2 0.432 0.739 -2.794  0.086
H3 -1.130 0.238 -2.076  0.066
H4 0.265 2.521 -1.671  0.090
H5 -0.816 2.862 0.277  0.110
H6 -1.241 1.179 0.325  0.083
H7 1.627 1.600 0.990  0.108
H8 0.422 2.376 2.103  0.105
H9 -0.424 0.263 2.358  0.072
H10 3.089 -1.171 -0.738  0.043
H11 1.620 -0.873 -0.373  -0.005
O2 2.204 -1.543 -0.737  -0.058
H12 -0.018 -3.113 1.644  0.046
H13 -0.100 -3.735 0.370  0.038
O3 -0.709 -3.479 1.070  -0.056
H14 -2.525 -0.952 0.677  0.043
H15 -1.709 -1.676 -0.348  0.030
O4 -2.169 -0.839 -0.209  -0.064

Results
* HOMO: -8.6 eV

b.
The following is a quantum chemistry calculation of a 4-piece molecular cluster, C3H15NO4 overall, from the Open Molecules 2025 dataset.

Last column: Löwdin charge in e.
Geometry (Å):
C1 -0.288 1.245 0.864  -0.230
O1 0.767 0.876 -0.021  -0.085
C2 -1.003 0.010 1.406  -0.481
C3 -2.285 0.411 2.118  -0.069
N1 -0.176 -0.799 2.265  0.043
H1 -1.011 1.906 0.394  0.116
H2 0.284 1.713 1.680  0.132
H3 0.440 0.628 -0.896  0.090
H4 -1.271 -0.560 0.507  0.138
H5 -2.870 -0.453 2.443  0.081
H6 -2.027 1.011 2.993  0.078
H7 -2.893 1.079 1.510  0.074
H8 -0.030 -0.308 3.140  0.077
H9 0.683 -1.022 1.782  0.058
H10 2.613 -2.898 -1.306  0.037
H11 2.192 -2.153 -0.061  0.025
O2 2.356 -2.020 -1.001  -0.062
H12 3.484 2.378 -1.399  0.031
H13 3.294 1.378 -0.247  0.013
O3 3.745 2.197 -0.489  -0.067
H14 -1.744 -1.324 -4.516  0.028
H15 -1.873 -1.690 -5.990  0.036
O4 -2.387 -1.605 -5.176  -0.064

Results
* HOMO: -9.3 eV

Computed energies relative to the best structure, in eV: a 0.730; b 0.000

a.
The following is a quantum chemistry calculation of a 2-piece molecular cluster, C6H17N2O overall, from the Open Molecules 2025 dataset.

Last column: Löwdin charge in e.
Geometry (Å):
C1 -0.889 1.122 -1.231  -0.018
C2 -1.758 -1.340 -0.871  0.009
C3 -2.097 0.579 0.952  -0.031
C4 2.442 -1.555 0.349  0.025
C5 -1.092 0.027 -0.103  -0.402
C6 0.271 -0.323 0.527  -0.348
N1 0.630 0.266 1.620  0.253
N2 1.043 -1.183 -0.065  0.067
O1 2.137 1.742 -0.355  -0.029
H1 -0.991 2.010 -0.673  0.066
H2 -1.859 1.079 -1.776  0.105
H3 -0.102 0.979 -1.907  0.069
H4 -1.060 -1.763 -1.569  0.048
H5 -2.633 -1.129 -1.482  0.085
H6 -1.822 -2.102 -0.063  0.097
H7 -3.051 0.662 0.322  0.133
H8 -2.273 -0.143 1.611  0.039
H9 -1.861 1.565 1.351  0.094
H10 2.971 -2.280 -0.184  0.077
H11 3.045 -0.603 0.175  0.106
H12 2.304 -1.682 1.414  0.089
H13 -0.036 0.881 2.053  0.128
H14 1.565 0.179 1.895  0.104
H15 0.657 -1.454 -0.978  0.147
H16 1.523 2.266 -0.870  0.038
H17 2.938 2.200 -0.145  0.048

Results
* total charge: +1
* HOMO: -14.5 eV

b.
The following is a quantum chemistry calculation of a 2-piece molecular cluster, C6H17N2O overall, from the Open Molecules 2025 dataset.

Last column: Löwdin charge in e.
Geometry (Å):
C1 -0.097 0.084 -1.596  -0.032
C2 -1.109 0.329 -0.451  -0.310
C3 -1.425 -0.903 0.442  -0.179
C4 -0.178 -1.649 0.754  -0.158
C5 0.788 -1.261 1.620  -0.166
N1 2.121 -1.477 1.517  -0.070
C6 3.037 -1.087 2.582  -0.084
N2 -2.330 0.989 -1.078  0.206
H1 -0.376 0.498 -2.573  0.081
H2 0.196 -0.967 -1.604  0.077
H3 0.849 0.579 -1.389  0.087
H4 -0.681 1.087 0.215  0.147
H5 -2.101 -1.591 -0.083  0.121
H6 -1.867 -0.441 1.337  0.123
H7 0.069 -2.464 0.070  0.105
H8 0.519 -0.592 2.442  0.134
H9 2.464 -2.177 0.873  0.136
H10 2.568 -1.214 3.559  0.086
H11 3.854 -1.822 2.575  0.089
H12 3.462 -0.095 2.426  0.082
H13 -2.907 1.630 -0.529  0.174
H14 -2.955 0.244 -1.402  0.171
H15 -2.100 1.606 -1.870  0.124
H16 -0.894 4.205 -2.953  0.074
H17 -0.042 3.037 -2.546  0.024
O1 -0.865 3.450 -2.339  -0.042

Results
* total charge: +1
* HOMO: -10.8 eV

Computed energies relative to the best structure, in eV: a 0.000; b 0.591